Entry 1:
Formula: C42H39BaGeN6O8
Source: the OMol25 dataset
Level of theory: ωB97M-V/def2-TZVPD

```
97
Properties=species:S:1:pos:R:3
Ba -0.36756 -1.29543 0.69110
C -0.73022 2.35329 3.30016
C 0.33856 2.09231 2.23616
C -0.12082 2.56270 0.85893
N 0.61443 1.91953 -0.23335
C 2.03448 1.95726 -0.22013
C 2.68963 3.01929 0.27505
C 4.11417 3.20287 0.43916
C 5.11132 2.59931 -0.22946
C 4.95608 1.62180 -1.28277
C 3.90102 0.82678 -1.49596
C 2.69746 0.70718 -0.65376
N 2.16705 -0.40398 -0.33098
C 2.87935 -1.62729 -0.68473
C 2.42636 -2.81360 0.16137
C 2.61219 -2.72190 1.68098
N 1.65074 -1.86011 2.33976
C 1.39205 -2.01477 3.60646
C 1.90648 -3.08056 4.41674
C 2.10829 -3.18191 5.77364
C 1.91875 -2.23797 6.78026
C 1.30280 -1.01116 6.58907
C 0.63314 -0.51307 5.48768
C 0.38640 -1.06928 4.19153
N -0.60350 -0.72180 3.40678
C -1.70963 0.05208 3.94612
C -1.91951 1.38981 3.23179
H -1.08601 3.38443 3.19721
H -0.27316 2.28525 4.29048
H 0.54971 1.02200 2.19684
H 1.27335 2.57683 2.51862
H -0.07854 3.65494 0.77766
H -1.16873 2.29776 0.72766
H 2.08041 3.83370 0.64975
H 4.39547 3.97654 1.14526
H 6.12298 2.92634 -0.01950
H 5.79398 1.52393 -1.96510
H 3.91995 0.15795 -2.34909
H 3.96326 -1.50818 -0.57080
H 2.69503 -1.86402 -1.73993
H 3.05874 -3.65295 -0.14849
H 1.42641 -3.15333 -0.12689
H 3.63475 -2.35944 1.87008
H 2.58736 -3.75157 2.04453
H 2.21667 -3.94976 3.85197
H 2.53615 -4.12865 6.09220
H 2.27759 -2.47790 7.77306
H 1.29350 -0.34977 7.45179
H 0.18028 0.45717 5.64706
H -1.64769 0.21439 5.02496
H -2.62059 -0.54050 3.79017
H -2.80400 1.86451 3.66596
H -2.18099 1.19693 2.18268
O -2.66040 -1.70251 -3.43680
C -1.91411 -1.90798 -2.48475
O -1.45395 -1.00903 -1.68830
C -1.41984 -3.34073 -2.28261
C -1.15054 -4.06139 -3.42339
C -0.62721 -5.35258 -3.36455
C -0.35490 -5.94868 -2.14646
C -0.62328 -5.23274 -1.00717
C -1.23129 -3.93598 -0.98902
O -1.58438 -3.39562 0.10916
N -0.23285 -5.85348 0.26290
O -0.43829 -7.04556 0.40412
O 0.32824 -5.15549 1.08839
N -0.32821 -6.07576 -4.58582
O -0.54133 -5.52225 -5.65126
O 0.13208 -7.20421 -4.49071
H -1.35353 -3.60731 -4.38300
H 0.06656 -6.94119 -2.08985
Ge -1.95893 1.82151 -1.68666
C -2.50101 1.55475 -3.51428
C -1.73321 0.88478 -4.46023
C -2.18335 0.77161 -5.76650
C -3.40948 1.30610 -6.13357
C -4.18608 1.96951 -5.19491
C -3.72585 2.10206 -3.89251
C -2.29944 3.72398 -1.29334
C -3.14769 4.11552 -0.25994
C -3.35083 5.45890 0.03314
C -2.69936 6.43343 -0.70807
C -1.85161 6.06130 -1.74401
C -1.65778 4.71822 -2.03348
H -2.71507 1.08440 -0.56757
H -0.79212 0.44097 -4.16782
H -1.58557 0.23927 -6.49558
H -3.76405 1.19805 -7.15149
H -5.14633 2.38460 -5.47585
H -4.32900 2.64146 -3.16894
H -3.65639 3.35863 0.33003
H -4.01654 5.74498 0.83850
H -2.85276 7.48156 -0.48265
H -1.34503 6.82148 -2.32615
H -0.99987 4.43730 -2.85018
O 0.73063 1.46255 -2.44739
C 0.02857 1.68761 -1.48118
```

- HOMO energy (Eh) = -0.16326
- M (Da) = 965.746
- E_LUMO (eV) = 1.71
- energy above the lowest of the compared OMol25 structures with the same formula, charge and spin (kJ/mol) = 1.5
- total energy (eV) = -126715.177
- orbital gap (eV) = 6.15
- net charge = -1

---

Entry 2:
Formula: C42H39F6N3
Source: the OMol25 dataset
Level of theory: ωB97M-V/def2-TZVPD

```
90
Properties=species:S:1:pos:R:3
F -2.08161 2.81051 30.36786
C -2.17418 3.52133 31.47971
C -3.02189 3.15145 32.54705
C -3.03825 3.89116 33.70115
C -2.36330 5.12365 33.75333
C -1.55362 5.49727 32.63970
C -1.45627 4.67445 31.52762
H -3.63545 2.26395 32.49922
H -3.65944 3.49419 34.49042
H -2.47091 5.77549 34.60768
H -1.01731 6.43339 32.68916
H -0.86003 4.97870 30.68008
F 2.43737 8.53158 30.15710
C 1.11472 8.81642 30.50536
C 0.77751 9.81897 31.46873
C -0.55766 10.20459 31.65882
C -1.54098 9.38603 31.14179
C -1.28062 8.27196 30.27866
C 0.08307 8.14130 29.91662
H 1.63322 10.29240 31.92700
H -0.72956 11.12653 32.19442
H -2.56165 9.70636 31.29009
H -1.99036 7.63814 29.76784
H 0.39431 7.26777 29.36302
F -9.03046 7.23346 33.03863
C -7.87680 7.91271 32.86163
C -6.66180 7.52546 33.45045
C -5.44037 8.20136 33.20791
C -5.49183 9.31831 32.37978
C -6.72173 9.72431 31.78934
C -7.84857 9.00979 32.02566
H -6.64491 6.65506 34.08961
H -4.53546 7.88263 33.70387
H -4.61818 9.94900 32.30650
H -6.74671 10.58152 31.13286
H -8.71734 9.39004 31.50890
F -0.34083 4.88835 28.56605
C 0.46574 5.40792 27.63352
C 1.84356 5.06599 27.55375
C 2.65642 5.48936 26.52472
C 2.08786 6.20170 25.54410
C 0.70888 6.55556 25.50669
C -0.08535 6.07073 26.50962
H 2.26308 4.54619 28.40240
H 3.69742 5.20336 26.49446
H 2.68931 6.46053 24.68522
H 0.24696 7.16885 24.74715
H -1.14747 6.25216 26.43614
F -0.53802 13.83149 25.56139
C -0.23306 13.72635 26.84205
C -0.71660 12.61989 27.55553
C -0.54273 12.50261 28.94029
C 0.19994 13.48431 29.58985
C 0.73109 14.58715 28.89100
C 0.52287 14.66931 27.47261
H -1.14509 11.82687 26.96063
H -0.86810 11.57657 29.39084
H 0.45419 13.30892 30.62474
H 1.28525 15.29696 29.48722
H 0.97004 15.45425 26.88073
F 3.01106 6.76686 32.65624
C 4.24780 6.37121 32.14040
C 4.33738 6.12385 30.77539
C 5.57915 5.71320 30.22178
C 6.66692 5.62975 31.08479
C 6.62981 6.05471 32.37519
C 5.36723 6.26540 32.91535
H 3.52528 6.23360 30.07192
H 5.78402 5.40153 29.20823
H 7.64723 5.42702 30.67949
H 7.53123 5.94940 32.96065
H 5.23632 6.58450 33.93879
C -6.33518 5.29044 30.03347
C -5.12654 5.98228 29.52085
N -4.20189 6.59212 29.11492
H -6.92947 5.92298 30.69287
H -6.07727 4.35807 30.53575
H -6.99442 5.11064 29.18424
C 1.79661 12.60389 34.41734
C 1.16030 13.83907 33.92415
N 0.72207 14.83564 33.50795
H 1.06844 12.26905 35.15608
H 2.79548 12.89663 34.74086
H 1.84942 11.80387 33.67892
C 5.03705 9.69319 32.43805
C 4.54948 9.93907 33.80288
N 4.17637 10.20951 34.84828
H 4.17779 9.55967 31.78082
H 5.78286 8.90895 32.30841
H 5.68001 10.55605 32.26428
```

- HOMO energy (Eh) = -0.33081
- SMILES = Fc1ccccc1.Fc1ccccc1.Fc1ccccc1.Fc1ccccc1.Fc1ccccc1.Fc1ccccc1.CC#N.CC#N.CC#N
- M (Da) = 699.783
- E_LUMO (eV) = 0.54
- energy above the lowest of the compared OMol25 structures with the same formula, charge and spin (kJ/mol) = 0.0
- total energy (eV) = -64958.333
- orbital gap (eV) = 9.54

---

Entry 3:
Formula: C42H39N3O2P2PdS
Source: the OMol25 dataset
Level of theory: ωB97M-V/def2-TZVPD

```
90
Properties=species:S:1:pos:R:3
Pd -0.08339 -0.03685 0.11601
O -1.57885 0.65190 1.99692
C -1.72910 0.01020 3.07823
C -2.21423 0.69158 4.25213
C -2.44375 0.06296 5.44924
C -2.18254 -1.30765 5.60000
C -1.67558 -1.98502 4.50688
C -1.43553 -1.39377 3.25837
C -0.85418 -2.29109 2.26104
N -0.66230 -2.08279 1.01153
N -0.19651 -3.20259 0.31599
C 0.63636 -2.88238 -0.64426
O 1.14754 -1.75503 -0.91763
C 1.01564 -4.03786 -1.54599
C 1.56754 -3.76030 -2.79244
C 1.92311 -4.78782 -3.65746
C 1.74938 -6.11243 -3.27850
C 1.20756 -6.39710 -2.02933
C 0.83924 -5.36868 -1.17370
H -2.40489 1.75282 4.13224
H -2.82804 0.63672 6.28906
H -2.35956 -1.81692 6.53988
H -1.44292 -3.04310 4.60521
H -0.56429 -3.27630 2.64684
H 1.71315 -2.72074 -3.06039
H 2.34058 -4.55040 -4.62985
H 2.03450 -6.91597 -3.94857
H 1.07048 -7.42835 -1.72160
H 0.40068 -5.56993 -0.20502
C 1.01063 7.39060 -4.59316
S 1.43599 7.27551 -2.84818
C 1.55055 5.47271 -2.74093
C 1.91557 5.02372 -1.33592
C 2.07144 3.50340 -1.25081
N 0.80459 2.79383 -1.47731
P -0.13942 2.39144 -0.01190
C -1.80771 2.82307 -0.69648
C -2.87589 1.97197 -0.44529
C -4.13108 2.24639 -0.98118
C -4.33319 3.37589 -1.75931
C -3.26955 4.23818 -2.01151
C -2.01938 3.95312 -1.48611
C 0.11660 3.90288 1.07341
C -0.78811 4.93642 1.30698
C -0.53331 5.91633 2.26017
C 0.63155 5.88439 3.01116
C 1.52771 4.83906 2.82278
C 1.25578 3.85544 1.88586
P 1.04269 1.15277 -2.12953
C 1.97351 1.61577 -3.73881
C 1.69676 2.59313 -4.69631
C 2.46868 2.73036 -5.84037
C 3.54413 1.87561 -6.06311
C 3.83366 0.89266 -5.13119
C 3.05617 0.77145 -3.98209
C -0.57028 0.85229 -2.98702
C -1.31877 1.81424 -3.65880
C -2.51112 1.48140 -4.28251
C -2.96880 0.16814 -4.24934
C -2.23548 -0.79818 -3.57765
C -1.04582 -0.45638 -2.94343
H 0.88704 8.44301 -4.84645
H 0.07520 6.86926 -4.80020
H 1.79889 6.96876 -5.21817
H 2.30064 5.13295 -3.45801
H 0.58711 5.04362 -3.02265
H 1.14808 5.35419 -0.63444
H 2.85504 5.49746 -1.03117
H 2.52048 3.24354 -0.28473
H 2.79658 3.18972 -2.00633
H -2.70279 1.09477 0.17098
H -4.95052 1.56339 -0.79037
H -5.31372 3.58490 -2.17280
H -3.41193 5.12064 -2.62591
H -1.18084 4.60512 -1.70781
H -1.71013 4.98842 0.74418
H -1.25820 6.70772 2.41355
H 0.82762 6.64903 3.75368
H 2.42421 4.77041 3.42781
H 1.92460 3.00561 1.80091
H 0.86157 3.26473 -4.55034
H 2.22596 3.49949 -6.56602
H 4.14518 1.97634 -6.95973
H 4.66709 0.21794 -5.29066
H 3.28123 0.00352 -3.24784
H -0.99746 2.84802 -3.64122
H -3.09280 2.25014 -4.77876
H -3.90434 -0.09328 -4.73134
H -2.59212 -1.81973 -3.52260
H -0.47933 -1.19888 -2.39133
```

- HOMO energy (Eh) = -0.01124
- M (Da) = 818.228
- E_LUMO (eV) = 3.69
- energy above the lowest of the compared OMol25 structures with the same formula, charge and spin (kJ/mol) = 16.4
- total energy (eV) = -85645.326
- orbital gap (eV) = 3.99
- net charge = -2